24
Properties=species:S:1:pos:R:3:forces:R:3 method="wB97M-V/def2-TZVPD" e_tot_ev=-11606.0699 homo_ev=-8.29 max_force_ev_per_a=4.38 de_lowest_kcal_mol=36.13
O -2.3309 0.4705 1.5410 1.698 2.090 1.587
C -1.1926 -0.5071 -0.3338 0.132 -1.598 -2.194
H 1.2007 -2.6589 3.1319 0.463 0.510 -0.595
H -0.4075 -0.8446 -2.4276 -0.287 -0.638 0.018
H 2.8533 -2.3849 2.6770 2.387 -0.360 0.725
C 1.6334 -2.4951 0.9374 2.883 -0.466 1.143
H -0.6294 2.3979 1.4505 0.137 -1.972 -1.533
C 0.2303 1.8065 -0.4544 1.652 1.404 -1.148
C -0.5460 1.5793 0.6173 -1.104 0.936 2.037
H 1.9948 0.6863 -2.6211 0.194 -1.034 -0.177
H -2.9311 -0.2055 1.5033 -2.181 -2.868 -0.387
H 0.6563 0.8550 -3.7176 -1.028 -0.762 -2.082
C 1.8934 -2.1065 2.4475 -3.496 -0.108 -1.859
C 0.1856 0.9877 -1.6186 0.596 -0.006 0.128
H 0.9042 2.7050 -0.3352 -0.740 -1.023 -0.860
H 1.7112 -1.0388 2.5399 0.239 0.056 0.364
H 2.4048 -2.0722 0.2626 -0.128 -0.031 0.559
C -1.3480 0.4148 0.6341 0.539 2.628 0.014
H 1.5460 2.1857 -2.9434 -1.377 -0.358 -0.011
C 1.0542 1.1772 -2.8297 2.589 2.521 2.469
H -1.6492 -1.4714 -0.1248 -0.269 -0.023 -0.594
C -0.4905 -0.2097 -1.5687 -0.578 0.705 2.731
H 1.7232 -3.5629 0.8116 0.088 -0.529 0.061
H 0.7512 -2.2378 0.4792 -2.407 0.926 -0.395